(1)
{"formula": "C6H27NO8", "method": "ωB97M-V with the def2-TZVPD basis set", "species": ["C", "N", "C", "C", "O", "C", "C", "C", "H", "H", "H", "H", "H", "H", "H", "H", "H", "H", "H", "H", "H", "O", "H", "H", "O", "H", "H", "O", "H", "H", "O", "H", "H", "O", "H", "H", "O", "H", "H", "O", "H", "H"], "positions_angstrom": [[0.813014, -2.165788, -1.464968], [0.443418, -0.941707, -0.627829], [-0.992734, -0.710037, -0.190240], [-1.296013, 0.676091, -0.637235], [-2.114251, 1.359324, 0.028651], [-1.168764, -0.813839, 1.327023], [-0.668640, -2.254961, 1.628111], [-0.277120, 0.218354, 2.107542], [0.680970, -2.872600, -0.662207], [1.790874, -2.052108, -1.966506], [0.059592, -2.283964, -2.181328], [0.763495, -0.116018, -0.958700], [-1.767798, -1.321850, -0.785112], [-0.867822, 1.179557, -1.417482], [-2.150595, -0.444022, 1.683962], [-1.053894, -2.844199, 0.896294], [-1.250202, -2.472489, 2.551073], [0.302939, -2.380535, 1.792320], [0.754522, 0.307765, 1.708213], [-0.713504, 1.207316, 2.258786], [-0.404898, -0.170704, 3.096695], [2.642281, -1.891174, 0.788506], [2.339862, -2.713252, 1.079327], [1.661756, -1.510783, 0.514565], [3.760008, 0.211932, 1.889495], [4.742091, 0.236798, 1.827585], [3.449345, -0.600423, 1.465423], [1.237264, 2.060493, -2.160533], [1.893537, 1.607103, -2.666088], [1.664736, 2.639953, -1.551037], [2.958099, 1.696032, -0.109935], [1.926909, 1.491142, 0.045620], [3.436517, 1.267297, 0.654775], [-2.379937, 0.072440, -2.943388], [-2.486899, 1.008615, -2.467159], [-3.308361, -0.041133, -3.229618], [-3.348209, 1.538860, 2.211449], [-3.519736, 1.775264, 1.292052], [-2.425909, 1.406265, 2.138720], [-2.080234, 2.720831, -2.325692], [-1.428694, 2.749110, -3.051167], [-1.616997, 3.171036, -1.589968]], "forces_ev_per_a": [[-0.601, 2.221, 1.700], [-1.436, -3.341, 1.562], [0.219, 0.261, -1.709], [-3.737, 1.097, 4.374], [2.060, -1.407, -2.068], [1.981, 1.014, -0.436], [-5.567, 2.782, 2.942], [-0.412, -0.487, -0.648], [0.729, -1.320, -0.665], [-0.407, -0.242, 0.848], [-1.071, -0.470, -1.320], [1.468, 2.868, -1.757], [1.304, 0.399, 0.865], [1.717, 0.528, -2.233], [-0.022, -1.555, -0.674], [-0.838, -2.155, -2.078], [0.764, -0.585, -0.272], [3.988, -0.191, 0.611], [-0.488, -0.215, 0.738], [0.167, 0.132, -0.763], [1.108, -0.320, 0.934], [-2.527, 2.530, -1.398], [0.026, -2.406, 1.057], [2.603, -0.007, 0.131], [1.592, 0.910, 0.477], [-1.084, -0.307, 0.153], [0.001, -0.728, -0.061], [-2.037, -0.142, -0.454], [0.890, -0.234, -0.227], [1.009, 0.484, 0.476], [-3.208, -0.515, 0.464], [3.846, 0.516, -0.190], [-0.899, 0.231, -0.371], [-1.467, 2.511, 1.114], [0.488, -2.296, -1.524], [0.690, -0.306, 0.004], [-1.755, 0.463, 0.371], [-0.346, -0.059, 0.234], [1.384, -0.165, 0.201], [0.821, 0.871, -0.314], [-0.358, 0.039, 0.261], [-0.594, -0.404, -0.352]], "charge": 0, "de_lowest_kcal_mol": 104.9, "smiles": "CN[C@H](C=O)C(C)C.O.O.O.O.O.O.O", "homo_ev": -9.8, "gap_ev": 10.11}

(2)
{"formula": "C4H6N3", "method": "ωB97M-V with the def2-TZVPD basis set", "species": ["C", "N", "C", "C", "N", "C", "N", "H", "H", "H", "H", "H", "H"], "positions_angstrom": [[-1.793308, 2.537046, -1.459830], [-0.847341, 1.851182, -1.045441], [-0.284179, 0.721474, -0.753200], [-0.359945, 0.085629, 0.464870], [0.438534, -0.933405, 0.723303], [1.261113, -1.652184, 1.142068], [2.095969, -2.767772, 1.301089], [-1.698484, 3.616716, -1.463711], [-2.716595, 2.107855, -1.844603], [0.427008, 0.356944, -1.488105], [-1.054198, 0.384345, 1.236200], [2.894944, -2.641285, 1.902709], [1.636483, -3.666545, 1.284651]], "forces_ev_per_a": [[-0.402, 0.173, -0.274], [0.187, 0.472, 0.149], [0.507, -0.690, 0.369], [-1.531, 1.194, -0.487], [2.318, -1.422, 1.039], [1.440, -2.815, -0.466], [-2.457, 3.262, -0.414], [0.000, 0.124, 0.029], [-0.054, -0.156, 0.010], [-0.035, -0.069, -0.105], [0.021, 0.026, 0.017], [-0.003, -0.030, 0.070], [0.009, -0.069, 0.065]], "charge": 1, "de_lowest_kcal_mol": 56.1, "smiles": "C=N/C=C/[N+]#CN", "homo_ev": -12.7, "gap_ev": 8.54}

(3)
{"formula": "C33H33N3O4", "method": "ωB97M-V with the def2-TZVPD basis set", "species": ["O", "C", "N", "C", "C", "C", "C", "C", "C", "C", "C", "C", "C", "C", "N", "C", "C", "C", "C", "C", "N", "C", "C", "C", "C", "C", "C", "C", "C", "O", "C", "C", "C", "C", "C", "C", "O", "C", "C", "O", "H", "H", "H", "H", "H", "H", "H", "H", "H", "H", "H", "H", "H", "H", "H", "H", "H", "H", "H", "H", "H", "H", "H", "H", "H", "H", "H", "H", "H", "H", "H", "H", "H"], "positions_angstrom": [[0.261920, 0.591914, -2.979528], [0.809298, 1.027793, -1.984336], [0.886201, 2.330196, -1.678764], [0.248340, 3.358022, -2.479071], [0.955013, 4.695147, -2.257027], [0.708275, 5.242609, -0.851755], [-0.787146, 5.361456, -0.574563], [-1.459315, 4.002037, -0.737665], [-1.246088, 3.472811, -2.151714], [1.451041, 0.147766, -0.891355], [2.098361, -1.128135, -1.359877], [3.261804, -1.553986, -0.682566], [3.844728, -2.756445, -0.957408], [3.286434, -3.608489, -1.932390], [3.844059, -4.817453, -2.140855], [3.314509, -5.598156, -3.039556], [2.195878, -5.255957, -3.820869], [1.615768, -4.031899, -3.630675], [2.150169, -3.162083, -2.658475], [1.578597, -1.911880, -2.356869], [0.404263, -0.114053, 0.111339], [-0.597996, -1.094932, -0.242312], [-0.155403, -2.530870, -0.077741], [0.868771, -2.895450, 0.785102], [1.265835, -4.217158, 0.886008], [0.637881, -5.192998, 0.133422], [-0.397540, -4.840976, -0.715488], [-0.790998, -3.519862, -0.818506], [0.268408, 0.800101, 1.102408], [0.979976, 1.800201, 1.145385], [-0.764472, 0.579212, 2.153446], [-0.993983, -0.647683, 2.774309], [-1.902944, -0.742433, 3.807968], [-2.613704, 0.372658, 4.235449], [-2.407832, 1.602015, 3.599334], [-1.467485, 1.697519, 2.585786], [-3.108737, 2.726768, 3.946312], [-4.240420, 2.456402, 4.742937], [-3.884062, 1.461514, 5.846177], [-3.484214, 0.231774, 5.281392], [1.186217, 2.586947, -0.745579], [0.355731, 3.042058, -3.523756], [0.576831, 5.408650, -2.991847], [2.026193, 4.571650, -2.428617], [1.184973, 6.220470, -0.757491], [1.158556, 4.585826, -0.104275], [-0.947265, 5.737386, 0.437781], [-1.233757, 6.074057, -1.272541], [-2.528515, 4.082761, -0.530703], [-1.031451, 3.300182, -0.019791], [-1.709359, 4.150051, -2.872032], [-1.708491, 2.490719, -2.266937], [2.207429, 0.749257, -0.374302], [3.683518, -0.913655, 0.079890], [4.726121, -3.091638, -0.433749], [3.793072, -6.561611, -3.166848], [1.814688, -5.954325, -4.550301], [0.753394, -3.719253, -4.202943], [0.722343, -1.585211, -2.924972], [-0.873616, -0.930648, -1.290874], [-1.491823, -0.915671, 0.363826], [1.385483, -2.139579, 1.358827], [2.075913, -4.482504, 1.548514], [0.957706, -6.221591, 0.203468], [-0.893325, -5.596699, -1.306779], [-1.591309, -3.246751, -1.491373], [-0.445158, -1.526911, 2.480021], [-2.074859, -1.679912, 4.312020], [-1.293598, 2.661899, 2.136532], [-4.562681, 3.411959, 5.158690], [-5.042992, 2.034379, 4.122088], [-4.744417, 1.246086, 6.481107], [-3.068740, 1.874606, 6.455542]], "forces_ev_per_a": [[-0.210, -0.119, -0.330], [0.385, -0.123, 0.438], [0.074, 0.605, 0.141], [-0.199, 0.031, -0.505], [0.080, -0.167, 0.127], [-0.133, 0.210, -0.215], [0.111, -0.197, 0.257], [-0.160, 0.226, -0.233], [0.131, -0.196, 0.137], [0.135, 0.171, -0.092], [-0.017, 0.083, -0.457], [0.137, -0.148, -0.076], [-0.013, 0.219, 0.091], [-0.485, 0.384, -0.215], [0.437, -0.322, 0.186], [0.049, -0.095, 0.014], [-0.244, 0.266, -0.066], [0.120, -0.209, -0.033], [0.375, -0.197, 0.224], [0.180, 0.220, -0.001], [0.160, -0.083, -0.042], [-0.364, -0.209, -0.053], [-0.098, -0.136, 0.182], [-0.175, -0.017, 0.032], [-0.007, -0.048, 0.053], [0.027, -0.122, 0.012], [-0.083, -0.069, -0.024], [-0.039, 0.068, 0.123], [0.035, 0.111, 0.117], [0.024, 0.212, 0.155], [-0.187, 0.113, 0.324], [0.019, 0.124, -0.029], [-0.139, 0.139, 0.091], [0.087, 0.073, -0.006], [-0.048, -0.133, -0.035], [-0.073, -0.100, 0.082], [0.375, -0.030, -0.154], [-0.294, -0.324, 0.395], [-0.126, 0.596, -0.036], [0.168, -0.276, -0.322], [0.063, -0.274, -0.033], [-0.007, 0.099, 0.164], [0.002, 0.026, -0.044], [0.006, 0.019, -0.094], [0.078, -0.047, 0.071], [0.079, 0.013, 0.110], [-0.038, 0.087, -0.013], [-0.041, 0.077, -0.012], [0.001, -0.071, 0.065], [-0.015, -0.062, 0.092], [-0.056, 0.022, -0.064], [-0.018, 0.001, -0.095], [-0.194, -0.160, -0.157], [0.047, 0.061, 0.095], [0.100, -0.050, 0.055], [-0.011, -0.102, -0.069], [-0.030, -0.045, -0.056], [-0.080, 0.010, -0.052], [-0.113, 0.055, 0.031], [-0.048, -0.005, 0.100], [0.131, 0.007, -0.186], [0.049, 0.073, 0.017], [0.100, -0.028, 0.051], [0.032, -0.098, 0.005], [-0.041, -0.067, -0.057], [-0.092, 0.045, -0.127], [0.034, -0.099, -0.056], [-0.012, -0.117, 0.082], [0.037, 0.117, -0.063], [-0.017, -0.111, -0.007], [0.070, 0.079, 0.058], [0.072, 0.075, -0.042], [-0.097, -0.064, -0.030]], "charge": 0, "de_lowest_kcal_mol": 0.0, "smiles": "O=C(NC1CCCCC1)[C@H](c1ccc2ncccc2c1)N(Cc1ccccc1)C(=O)c1ccc2c(c1)OCCO2", "homo_ev": -8.4, "gap_ev": 8.70}